95
Properties=species:S:1:pos:R:3:forces:R:3 method="wB97M-V/def2-TZVPD" charge=0 homo_ev=-9.05
F -2.7188 -0.4391 0.6542 -0.103 0.068 0.199
C -2.5444 -0.1459 -0.6491 0.195 0.214 -1.062
C -1.4412 0.5973 -1.0384 0.040 0.029 0.194
C -1.2592 0.8954 -2.3848 -0.229 -0.130 -0.017
C -2.1886 0.4557 -3.3244 -0.003 -0.006 0.003
C -3.2951 -0.2857 -2.9207 0.272 0.161 0.108
C -3.4719 -0.5936 -1.5758 -0.182 -0.133 0.196
H -0.7331 0.9376 -0.2918 -0.014 -0.054 -0.038
H -0.3955 1.4697 -2.7016 -0.171 -0.121 0.097
H -2.0483 0.6924 -4.3741 -0.008 -0.023 0.114
H -4.0200 -0.6238 -3.6533 0.055 0.002 0.110
H -4.3228 -1.1773 -1.2445 0.053 0.029 0.018
F -6.5938 -1.5581 -0.4154 0.156 0.124 -0.079
C -7.5983 -2.2304 0.1730 -0.673 -0.454 0.392
C -8.8117 -2.3534 -0.4845 0.029 0.094 -0.186
C -9.8492 -3.0533 0.1226 0.254 -0.021 0.250
C -9.6642 -3.6128 1.3846 -0.054 -0.014 -0.012
C -8.4425 -3.4782 2.0373 -0.140 0.084 -0.270
C -7.4014 -2.7879 1.4259 0.188 0.054 0.056
H -8.9396 -1.9042 -1.4624 0.046 -0.019 0.050
H -10.8006 -3.1623 -0.3862 0.107 0.043 0.026
H -10.4756 -4.1549 1.8593 0.090 0.058 -0.047
H -8.3010 -3.9109 3.0218 0.029 0.043 -0.106
H -6.4405 -2.6810 1.9155 -0.042 -0.042 -0.125
F 1.1042 2.8386 -3.4568 -0.021 -0.042 -0.152
C 1.8851 3.6688 -2.7454 0.503 0.554 0.450
C 2.9859 4.2532 -3.3507 -0.004 -0.053 -0.193
C 3.7911 5.1165 -2.6152 -0.243 -0.095 0.242
C 3.4921 5.3768 -1.2801 0.055 0.030 0.009
C 2.3866 4.7800 -0.6815 0.184 -0.041 -0.251
C 1.5746 3.9252 -1.4196 -0.166 -0.138 0.038
H 3.2075 4.0324 -4.3882 -0.055 -0.001 0.053
H 4.6507 5.5856 -3.0811 -0.097 -0.068 0.017
H 4.1233 6.0472 -0.7061 -0.080 -0.066 -0.061
H 2.1573 4.9807 0.3596 -0.013 -0.030 -0.108
H 0.7044 3.4586 -0.9724 0.034 -0.007 -0.046
F 2.3344 -0.2841 1.0602 0.091 0.178 -0.034
C 1.5962 -1.3823 1.2941 -0.447 -0.692 0.144
C 0.2650 -1.2431 1.6529 0.002 0.147 0.002
C -0.5014 -2.3793 1.8902 0.237 -0.147 -0.021
C 0.0757 -3.6415 1.7765 -0.027 0.016 0.004
C 1.4154 -3.7690 1.4202 -0.210 0.202 0.038
C 2.1792 -2.6332 1.1720 0.214 0.024 -0.053
H -0.1645 -0.2524 1.7446 0.046 -0.045 -0.005
H -1.5470 -2.2815 2.1641 0.101 0.022 -0.043
H -0.5216 -4.5275 1.9661 0.059 0.098 -0.014
H 1.8650 -4.7526 1.3358 0.010 0.124 -0.026
H 3.2215 -2.7139 0.8849 -0.033 0.034 0.008
F 3.8594 -6.0460 0.1398 -0.027 -0.042 0.211
C 4.0337 -5.7516 -1.1594 0.102 0.190 -0.865
C 5.1351 -5.0049 -1.5445 0.129 -0.075 0.131
C 5.3195 -4.7035 -2.8896 -0.314 -0.189 -0.018
C 4.3939 -5.1435 -3.8327 0.030 0.031 -0.031
C 3.2883 -5.8888 -3.4331 0.251 0.128 0.132
C 3.1094 -6.1997 -2.0893 -0.149 -0.086 0.114
H 5.8385 -4.6649 -0.7969 -0.114 -0.061 -0.086
H 6.1824 -4.1258 -3.2028 -0.079 -0.040 0.076
H 4.5360 -4.9042 -4.8816 -0.024 -0.026 0.110
H 2.5661 -6.2273 -4.1681 0.060 0.009 0.101
H 2.2593 -6.7862 -1.7611 0.044 0.049 0.021
F 5.9816 -2.7050 0.2606 -0.081 0.114 -0.047
C 6.8563 -2.7287 1.2810 0.563 0.023 0.684
C 7.6052 -3.8724 1.5100 -0.064 -0.102 -0.154
C 8.5135 -3.8940 2.5631 -0.130 0.309 0.038
C 8.6547 -2.7759 3.3811 0.036 -0.036 0.022
C 7.8935 -1.6350 3.1443 0.038 -0.283 -0.133
C 6.9929 -1.6086 2.0849 -0.141 0.138 -0.073
H 7.4760 -4.7359 0.8680 0.011 0.045 0.034
H 9.1102 -4.7808 2.7467 -0.088 0.066 -0.042
H 9.3604 -2.7953 4.2052 -0.078 0.005 -0.087
H 8.0016 -0.7665 3.7849 -0.029 -0.068 -0.094
H 6.3985 -0.7259 1.8804 -0.007 -0.074 -0.015
F 1.7000 8.6052 -2.8306 0.123 -0.007 -0.081
C 0.5828 8.6713 -2.0891 -0.659 0.042 0.435
C -0.1106 9.8687 -2.0085 0.086 0.132 -0.106
C -1.2709 9.9356 -1.2442 0.102 -0.334 0.054
C -1.7184 8.8075 -0.5608 -0.056 0.042 0.030
C -1.0108 7.6120 -0.6454 0.035 0.305 -0.127
C 0.1434 7.5413 -1.4182 0.129 -0.158 -0.053
H 0.2574 10.7381 -2.5406 0.004 -0.073 0.004
H -1.8255 10.8654 -1.1804 0.085 -0.074 -0.020
H -2.6213 8.8619 0.0387 0.095 -0.010 -0.064
H -1.3582 6.7352 -0.1093 0.047 0.061 -0.080
H 0.7018 6.6163 -1.5024 -0.004 0.101 -0.034
O -5.3149 2.1024 4.1462 2.070 -1.594 -3.763
C -4.6929 1.5847 3.1900 -1.244 1.489 2.983
O -4.9566 1.9992 1.8559 0.743 -2.138 1.926
C -3.5607 0.4811 3.5197 -0.878 1.328 0.067
P -4.3414 -1.2314 3.3002 1.194 -2.207 -0.417
O -3.8913 -2.1582 4.7058 -1.194 2.880 -0.566
H -4.7492 1.2259 1.2737 0.068 0.909 0.376
H -3.2224 0.5537 4.6198 -0.701 0.376 -1.765
H -2.6810 0.6893 2.8201 -1.203 -0.893 0.936
H -5.7890 -1.1750 3.4084 0.772 0.936 0.744
H -4.1595 -1.5585 5.4492 0.415 -1.130 -0.378